Entry 1:
72
Properties=species:S:1:pos:R:3:forces:R:3 method="wB97M-V/def2-TZVPD" spin_multiplicity=5 e_lumo_ev="-4.051 / -4.935" homo_lumo_gap_ev="6.7 / 6.3" s_squared=6.023 total_charge=+1
Ru -0.94295 -0.09610 0.05190 -1.194 1.724 0.622
F 0.16629 -2.18544 4.89760 -0.006 -0.104 0.097
C 0.03802 -1.07612 4.17264 -0.055 0.235 -0.138
C -0.25176 -1.18092 2.82555 -0.024 -0.140 -0.152
C -0.39064 -0.03388 2.05465 0.969 -0.024 0.517
C -0.22183 1.23988 2.64052 -0.043 -0.051 -0.064
C 0.08303 1.27810 4.00420 -0.028 -0.150 -0.066
F 0.26797 2.44744 4.63602 -0.022 0.093 -0.018
C 0.21683 0.14824 4.78274 0.024 -0.037 0.101
C -0.46265 2.43346 1.80255 0.016 0.199 -0.011
C -0.37591 3.75523 2.24402 0.026 0.067 -0.038
C -0.73187 4.79001 1.39645 0.030 -0.097 -0.062
C -1.17307 4.50619 0.11331 0.032 0.071 0.072
C -1.20310 3.18307 -0.27378 -0.062 -0.009 -0.145
N -0.85008 2.18204 0.53190 -0.004 -0.379 0.154
H -0.40233 -2.16598 2.40223 0.087 -0.010 0.041
H 0.44622 0.23018 5.83567 0.011 0.003 -0.014
H -0.04348 3.98640 3.24009 -0.001 -0.075 0.038
H -0.66475 5.81317 1.74115 -0.025 -0.001 0.012
H -1.47858 5.29109 -0.56325 -0.001 -0.056 -0.053
H -1.52474 2.90302 -1.26897 0.015 0.000 -0.028
C 3.94406 0.61105 -2.61839 -0.177 -0.127 0.224
Si 2.74862 1.35067 -1.36525 0.048 0.345 -0.088
C 3.68670 2.10279 0.08769 -0.177 -0.202 -0.084
C 1.66826 2.64778 -2.21347 0.054 -0.219 0.157
Si 1.33252 -0.38106 -0.43826 -0.012 -0.729 -0.169
Si -1.19351 -0.89157 -2.26028 0.825 -0.609 -1.302
C 0.21341 -0.78133 -3.55012 -0.187 0.279 0.396
C -1.43227 -2.79022 -2.17802 -0.246 0.467 0.122
C -2.59827 0.27097 -2.83350 0.228 -0.320 0.203
Si 2.40202 -2.47255 0.07701 0.030 -0.164 -0.252
C 3.47209 -2.16777 1.59678 -0.175 0.040 -0.119
C 3.42770 -2.99302 -1.41871 -0.028 0.157 0.198
C 1.05380 -3.77511 0.33194 0.116 0.232 0.078
H 4.52819 1.41866 -3.06566 -0.035 0.050 0.018
H 3.43050 0.08426 -3.42440 -0.010 0.018 -0.002
H 4.64543 -0.08357 -2.15343 -0.020 0.020 0.006
H 4.26392 2.96531 -0.25257 -0.008 -0.003 -0.049
H 4.38612 1.38611 0.52212 -0.003 0.001 0.001
H 3.01632 2.44233 0.88016 -0.015 0.009 -0.022
H 2.26656 3.27850 -2.87437 0.082 -0.058 0.008
H 1.19851 3.30162 -1.47977 -0.036 0.008 0.057
H 0.88084 2.19099 -2.81711 0.021 0.050 0.019
H 1.05031 -1.42286 -3.25492 0.032 -0.031 -0.025
H 0.60210 0.22571 -3.71655 -0.054 -0.041 -0.031
H -0.16004 -1.15680 -4.50628 0.005 -0.029 -0.009
H -0.61861 -3.25402 -2.73597 0.028 0.038 -0.031
H -2.37489 -3.10170 -2.63255 -0.013 0.009 0.015
H -1.39685 -3.17564 -1.15914 -0.071 -0.020 -0.049
H -2.38634 0.62986 -3.84212 0.047 -0.031 -0.010
H -2.68570 1.13417 -2.17203 -0.070 0.020 -0.023
H -3.56638 -0.23163 -2.83152 0.023 -0.046 0.073
H 4.23981 -1.41813 1.39525 -0.009 0.007 -0.017
H 3.98044 -3.08701 1.89572 -0.029 -0.040 -0.050
H 2.87987 -1.82578 2.44814 -0.018 -0.001 -0.017
H 4.26480 -2.32026 -1.61094 -0.026 -0.015 0.009
H 2.81417 -3.03827 -2.32094 -0.005 -0.003 0.001
H 3.83687 -3.99257 -1.25308 -0.016 -0.008 0.034
H 0.09467 -3.32737 0.59724 0.012 -0.042 0.025
H 1.32206 -4.48019 1.12094 0.044 0.020 0.014
H 0.91072 -4.34644 -0.58680 -0.001 0.032 -0.015
Br -7.53367 -0.65087 1.35668 0.221 0.018 -0.029
C -5.66681 -0.63594 1.02835 -0.214 -0.060 0.025
C -4.88641 0.38866 1.53843 -0.038 0.044 0.018
C -3.52219 0.39318 1.29351 -0.016 0.019 0.016
C -2.91680 -0.60333 0.51343 -0.008 -0.283 -0.167
C -3.73081 -1.63954 0.04902 0.114 -0.090 0.029
C -5.09502 -1.66328 0.29549 -0.002 0.042 -0.002
H -5.33572 1.17393 2.13131 -0.009 -0.018 0.007
H -2.94339 1.19166 1.74129 0.039 0.007 -0.039
H -3.31303 -2.45713 -0.51989 0.027 -0.012 -0.021
H -5.70530 -2.47232 -0.08164 -0.015 0.009 0.004



Entry 2:
6
Properties=species:S:1:pos:R:3:forces:R:3 method="wB97M-V/def2-TZVPD" e_lumo_ev="-2.765 / -1.825" homo_lumo_gap_ev="5.7 / 7.4" total_charge=0
P 1.11363 0.61820 -0.67343 -0.314 -1.200 1.601
P -1.71044 1.42105 0.95244 -0.480 1.910 1.290
S -0.11055 -0.61520 -1.61800 0.587 0.253 -0.209
S 0.19151 0.93770 1.30763 1.157 0.828 -0.077
H 2.12305 -0.10935 0.12080 -0.271 0.147 -1.150
H -1.99085 0.26705 0.36218 -0.680 -1.938 -1.454



Entry 3:
58
Properties=species:S:1:pos:R:3:forces:R:3 method="wB97M-V/def2-TZVPD" e_lumo_ev=0.091 homo_lumo_gap_ev=8.1 total_charge=0 smiles="Cc1cccc(/C=C2/Sc3ccc(C(=O)NCCCN4CCOCC4)cc3NC2=O)c1"
C -5.04337 5.95491 -6.04777 -0.031 0.038 0.072
C -4.54852 4.87201 -5.13739 -0.068 -0.056 -0.045
C -5.41588 3.89381 -4.66478 0.087 0.068 -0.010
C -4.96053 2.90128 -3.81471 -0.020 -0.065 0.056
C -3.64105 2.87887 -3.40748 0.103 0.044 -0.133
C -2.75869 3.85908 -3.85533 -0.512 0.064 -0.188
C -1.35120 3.86488 -3.48277 0.373 -0.130 0.657
C -0.82873 3.63522 -2.26665 0.446 0.022 -0.753
S 0.94036 3.69968 -2.12649 -0.051 0.157 0.175
C 1.24394 2.66522 -0.73895 -0.188 -0.003 -0.130
C 2.53986 2.21382 -0.51748 -0.216 0.033 -0.057
C 2.83421 1.41879 0.57117 -0.077 -0.088 0.149
C 1.82417 1.05606 1.46085 -0.210 0.338 -0.251
C 2.05107 0.24251 2.69313 0.178 0.006 -0.067
O 1.29962 0.30558 3.64811 -0.229 -0.004 0.108
N 3.14930 -0.54843 2.67689 0.218 -0.119 -0.168
C 3.51034 -1.39956 3.78517 0.124 -0.236 0.281
C 3.39702 -2.88538 3.44163 -0.332 0.242 0.066
C 1.94606 -3.28989 3.18225 0.281 -0.015 -0.087
N 1.85573 -4.60085 2.56261 -0.122 0.021 0.022
C 0.54922 -4.83398 1.96834 0.028 -0.305 -0.168
C 0.55902 -6.18223 1.24830 -0.189 0.361 -0.103
O 0.86704 -7.23499 2.13015 -0.110 -0.111 0.086
C 2.11752 -7.01288 2.73630 0.238 0.117 0.286
C 2.14996 -5.68268 3.48879 0.040 -0.269 -0.223
C 0.53396 1.52372 1.24580 0.118 -0.043 -0.036
C 0.22632 2.32892 0.15656 0.669 -0.184 -0.039
N -1.05971 2.82327 0.01611 -0.270 -0.073 0.332
C -1.62657 3.50131 -1.02824 -0.452 0.128 0.313
O -2.74056 3.96648 -0.90793 0.027 -0.010 0.013
C -3.22243 4.83365 -4.73781 0.007 -0.168 0.164
H -4.22897 6.37545 -6.63276 0.011 0.054 -0.071
H -5.80563 5.57419 -6.72409 -0.038 0.030 -0.075
H -5.48775 6.75811 -5.45928 -0.040 0.093 -0.043
H -6.45197 3.90739 -4.97140 -0.102 -0.007 -0.051
H -5.64116 2.13803 -3.46717 -0.050 -0.066 0.028
H -3.28687 2.09336 -2.75772 0.015 -0.049 0.062
H -0.65738 4.08510 -4.28646 0.096 -0.082 -0.052
H 3.31416 2.50818 -1.20885 0.130 -0.010 -0.071
H 3.85749 1.11692 0.73352 0.100 -0.025 0.030
H 3.67365 -0.65888 1.82455 -0.127 0.102 -0.005
H 2.83074 -1.14714 4.60244 0.161 0.003 -0.033
H 4.53700 -1.16934 4.09095 -0.137 -0.004 0.057
H 3.98588 -3.10727 2.54899 0.055 -0.065 -0.014
H 3.81108 -3.45752 4.27185 0.091 -0.035 0.002
H 1.50436 -2.57118 2.48679 -0.036 -0.002 0.068
H 1.37243 -3.23775 4.12325 -0.039 0.028 -0.040
H 0.33989 -4.04010 1.24804 -0.039 -0.006 0.017
H -0.24809 -4.83824 2.73262 0.003 0.026 -0.046
H -0.42558 -6.40589 0.83423 0.069 0.056 -0.031
H 1.30061 -6.14857 0.43557 -0.084 0.011 0.033
H 2.27961 -7.84712 3.42099 0.061 0.063 -0.037
H 2.90725 -7.00863 1.96943 -0.032 -0.019 0.085
H 3.14540 -5.53799 3.90945 -0.004 -0.044 0.057
H 1.41541 -5.71382 4.31374 0.052 0.018 -0.002
H -0.23234 1.26343 1.96125 -0.073 -0.034 0.099
H -1.67107 2.71253 0.81687 0.018 0.121 -0.203
H -2.53563 5.58856 -5.09519 0.080 0.079 -0.081



Entry 4:
11
Properties=species:S:1:pos:R:3:forces:R:3 method="wB97M-V/def2-TZVPD" e_lumo_ev=0.587 homo_lumo_gap_ev=10.8 total_charge=0
O -1.12546 2.26842 -2.28169 0.301 -0.110 0.179
C -0.27810 1.86289 -1.66056 -0.300 0.332 -0.358
O -1.98853 -0.02131 -0.25914 0.478 -0.031 0.431
C -1.11910 0.03610 0.57818 -0.225 -0.213 -0.431
C 0.09133 -0.85405 0.58139 -0.279 -0.325 -0.059
C 1.33443 -0.70024 -0.17374 0.025 -0.093 -0.212
O 1.27252 -0.42048 1.22303 0.036 0.127 0.141
H -0.21251 -1.86846 0.83853 0.064 -0.100 -0.057
H -1.21363 0.67109 1.46691 0.002 0.356 0.146
H 1.51511 0.14832 -0.82525 -0.174 -0.038 0.166
H 1.85587 -1.61612 -0.43915 0.072 0.097 0.054



Across the entries above, energy relative to the best compared isomer or geometry (same formula, charge and spin) takes the values 0.00, 39.75, 28.45, 54.45 kcal/mol, respectively.